[1]
# C2H3FInO

A structure of composition C2H3FInO at a distorted geometry (the ωB97M-V functional and the def2-TZVPD basis, the OMol25 dataset).

E_HOMO (alpha / beta)	-21.346 / -22.945	eV
total charge	+2
gap between HOMO and LUMO (alpha / beta)	10.49 / 8.59	eV
ΔE to the lowest compared entry with this formula, charge and spin	0.0000	eV
LUMO (alpha / beta)	-10.9 / -14.4	eV
2S+1	2
E	-12039.152	eV
<S²>	0.753
molecular weight	176.86	g mol⁻¹

```
8
Properties=species:S:1:pos:R:3:forces:R:3
H 0.73999 -0.96320 -1.19678 0.3064 0.2759 0.0335
F 0.09259 0.96281 -1.09166 0.2816 0.4608 -0.6536
C -0.27486 -0.55615 0.64307 2.0223 -0.0040 0.5709
C 0.64563 -0.15492 -0.45753 0.3815 -1.2365 0.0899
H -0.00873 -1.45286 1.22680 -0.4479 -0.0212 -0.0934
In -1.68993 1.77787 -0.17268 -1.1989 1.6956 -0.4320
O -1.11547 0.23739 1.03914 -1.0284 -0.8512 0.8585
H 1.61078 0.14906 0.00964 -0.3166 -0.3194 -0.3738
```
Positions in Å, forces in eV/Å.

---

[2]
# C41H41N2O

A cluster of 2 separate species, C41H41N2O in total at a distorted geometry (the ωB97M-V functional and the def2-TZVPD basis, the OMol25 dataset).

E_HOMO	-8.767	eV
total charge	+1
gap between HOMO and LUMO	3.52	eV
ΔE to the lowest compared entry with this formula, charge and spin	0.0941	eV
LUMO	-5.2	eV
E	-48201.931	eV
molecular weight	577.79	g mol⁻¹

```
85
Properties=species:S:1:pos:R:3:forces:R:3
C -0.72190 -0.89509 -1.73271 -0.1431 -0.4790 0.2781
H -2.00022 -0.12579 -0.16342 0.1960 -0.2448 0.0065
H 6.00599 0.26574 -4.14058 0.0083 0.1882 -0.0829
C 3.26127 1.37375 2.33214 0.0509 0.2250 0.9412
H -2.04841 -2.20494 1.13500 0.0241 -0.0608 -0.4300
H -3.97078 -3.73331 3.55878 -0.0385 -0.1780 -0.1955
H 2.89638 -1.66881 0.00828 0.1264 0.2210 0.0901
C 2.19263 1.57232 3.12770 0.9302 -0.1838 0.3718
H 6.56349 1.92165 -3.82121 -0.1784 -0.1348 -0.0294
H -0.15489 2.14825 -4.43543 -0.1293 -0.2021 -0.1968
H 1.12618 -0.62741 3.92619 -0.1075 0.1938 0.0638
C -0.28109 1.57234 2.87641 -0.3411 0.1263 0.4611
H 4.31339 1.30714 2.56536 -0.1620 0.0910 0.0300
C 0.73749 1.24887 -0.15475 0.2062 0.4718 1.3924
H 0.85469 0.24062 5.45878 -0.0456 -0.0427 -0.2975
C -2.52514 -4.30483 2.08231 -0.1645 0.0291 -0.5433
H -3.21299 -5.84205 -0.89918 -0.1165 0.2323 0.2655
H 4.21255 -1.17362 1.10284 -0.1573 0.0053 -0.2204
C -0.85562 3.64053 1.50409 -0.2694 0.4515 -0.3530
H 4.68072 3.41553 -2.51830 0.0502 -0.3450 0.1403
H -3.26929 3.17311 2.53616 0.2354 -0.1179 0.1590
C -0.61324 0.70433 3.93866 -0.4822 0.1262 -0.3333
H 5.05435 1.65488 -4.70559 0.0984 -0.0347 0.0691
C 4.67936 0.05882 -1.93602 0.1617 0.2119 0.2015
H 2.41558 3.89347 0.07412 0.2237 -0.2413 -0.0226
H -2.74426 0.42039 -7.44152 0.1289 0.0657 0.3673
H 0.52353 -2.00824 -3.11193 0.0342 -0.0186 0.1568
H 1.37002 1.02092 -1.01224 -0.6660 0.0144 0.1363
C 3.91682 -1.26157 0.05001 0.0216 -0.5180 0.0115
C 1.42600 1.39386 1.02540 0.2481 -0.9050 -0.9032
H 4.03012 3.91122 0.82380 -0.2043 -0.1227 -0.2315
C -2.79238 -0.52649 -5.49343 0.1051 0.0298 0.1156
C -0.02252 -3.23043 -1.44241 -0.2045 -0.0008 -0.0754
H -1.66392 4.38024 1.53421 0.2174 -0.0540 -0.0282
C -1.44883 -0.99446 -0.52393 0.8064 0.3114 0.4919
C -0.02915 -2.06209 -2.17766 -0.1479 0.5180 -0.2577
C -0.86855 1.38603 -4.75263 -0.1884 -0.1714 0.1450
N 2.80310 1.24294 1.04388 0.0406 0.2532 -0.1387
C -0.71127 0.33127 -2.49342 -0.9103 -0.7640 -1.3505
C 4.06025 0.03544 -0.68483 -0.3152 0.4002 -0.0633
C -4.90414 -4.65791 1.83616 0.0102 -0.0091 -0.0416
C -1.24881 0.37949 -3.81156 0.0422 -0.3598 -0.4519
H -0.76171 3.31926 0.46096 0.1605 0.0559 0.1761
H 3.78863 4.59098 -0.79099 -0.0809 -0.1127 0.2120
H -0.19666 -1.08231 4.99873 0.1460 0.1522 -0.0619
C -4.27811 1.58644 4.51592 -0.2362 -0.0366 0.0498
C -2.34071 0.42104 -6.42613 0.1475 -0.2069 0.5334
O -1.14634 -4.59043 0.11629 0.5332 0.3262 0.0692
H 0.52890 -4.12091 -1.76478 -0.3344 0.4184 0.0571
C -1.22029 2.52409 2.43268 0.0521 -0.3775 0.0870
H -4.56781 0.58145 4.83815 -0.0252 0.1537 -0.0489
C -1.36938 1.36086 -6.04763 0.1490 0.1941 0.0787
H -1.01051 2.08521 -6.78099 -0.1518 -0.1730 0.2805
C -1.92433 0.70830 4.42928 0.1603 0.3327 -0.2400
H -5.91746 -4.54978 2.22729 0.3254 -0.0292 -0.1384
C -2.23210 -0.57774 -4.21968 0.1139 -0.0976 -0.2029
C -3.41389 -5.38962 0.07370 0.3888 0.5980 0.0591
H -0.33259 1.26309 -2.10379 -0.0977 0.0915 0.3463
H -1.65853 -3.92508 2.62554 -0.2590 -0.0944 -0.1520
H -5.00554 1.94559 3.78345 0.0148 -0.0537 0.1290
H -4.33737 2.24128 5.39616 0.0630 -0.1152 -0.2083
C -2.36823 -4.80035 0.78596 0.0592 0.4701 0.1859
H -0.33341 1.36856 -0.09517 0.1353 -0.0649 -0.4729
C -2.89804 1.57662 3.93023 0.3858 -0.0844 -0.0443
H 5.00320 -0.88488 -2.38629 0.0015 0.3339 0.1878
H -2.18500 0.01642 5.23240 0.0751 0.1767 -0.1691
H -3.58329 -1.22944 -5.76810 0.3441 0.2313 0.0997
C -1.48729 -2.17232 0.20449 -0.2603 0.2309 -0.4513
H 0.07008 4.15888 1.78729 -0.1196 -0.3011 -0.0304
C 3.85061 2.46969 -0.77778 0.0587 -0.2295 -0.2227
C -2.52972 2.46962 2.92607 0.2180 -0.1317 0.1357
H -5.53828 -5.64267 0.01081 0.1471 0.0282 0.2505
C 3.48987 3.77168 -0.12537 -0.0305 0.5349 -0.0461
H 4.57662 -2.00259 -0.41910 -0.1663 0.1052 0.1837
C -0.86417 -3.31434 -0.32356 -0.7670 -0.8153 0.1867
C 3.60004 1.24526 -0.14205 0.2126 -0.1238 -0.3956
C -3.81818 -4.19458 2.58418 -0.0982 -0.3149 0.0584
C -4.69813 -5.27088 0.59564 -0.0082 -0.1432 0.2545
C 5.67775 1.27788 -3.88801 0.1646 -0.0923 -0.3117
C 4.92864 1.26213 -2.59452 -0.2755 0.1044 0.1700
C 4.49871 2.46000 -2.01653 -0.0575 -0.1340 0.3880
N 1.04590 1.53789 2.34843 -0.3694 0.4604 -0.6202
C 0.35897 -0.22636 4.59481 0.0859 -0.6956 0.2683
H -2.57160 -1.33844 -3.50856 0.1447 0.3816 -0.2414
H 2.13422 1.69438 4.19303 0.0560 0.0694 -0.0373
```
Positions in Å, forces in eV/Å.

---

- Among the records above, which one has the highest E?
  C2H3FInO